No. 1
{"formula": "C22H26N2O7", "method": "ωB97M-V/def2-TZVPD", "e_lumo_ev": -1.658, "smiles": "C#CC[C@@](CCN)(C[C@H](O)CN)OC=O.O=C1C=CC(=O)C=C1.O=C1C=CC(=O)C=C1", "homo_energy_ev": -9.3, "charge": 0, "elements": ["C", "C", "C", "C", "C", "C", "N", "C", "C", "O", "C", "N", "O", "C", "O", "H", "H", "H", "H", "H", "H", "H", "H", "H", "H", "H", "H", "H", "H", "H", "H", "H", "H", "O", "C", "C", "C", "C", "O", "C", "C", "H", "H", "H", "H", "O", "C", "C", "C", "C", "O", "C", "C", "H", "H", "H", "H"], "xyz": [[-3.5723, 6.8363, 1.8034], [-3.8974, 5.6714, 1.5921], [-4.3708, 4.2384, 1.1149], [-3.5057, 3.1091, 1.8958], [-3.9654, 1.7369, 1.1775], [-3.6881, 0.4240, 2.0252], [-2.9497, -0.6056, 1.1905], [-1.9865, 3.4871, 1.6019], [-1.0083, 2.2503, 1.3917], [-0.6777, 1.5393, 2.6002], [0.3841, 2.8971, 0.8557], [1.5719, 2.0884, 1.2527], [-3.9384, 3.2163, 3.2664], [-2.9422, 2.9473, 4.2138], [-2.4083, 3.9035, 4.7600], [-3.4429, 7.8531, 2.2647], [-4.3268, 4.1183, -0.0028], [-5.4240, 4.1343, 1.5405], [-3.5843, 1.7030, 0.1085], [-5.1018, 1.8338, 1.0848], [-3.0579, 0.5609, 2.9471], [-4.6432, -0.1110, 2.3486], [-2.9861, -0.3607, 0.1964], [-1.9556, -0.4992, 1.4557], [-1.9968, 4.0161, 0.5860], [-1.5588, 4.2744, 2.3086], [-1.3311, 1.5444, 0.5715], [-0.3410, 2.2123, 3.2269], [0.3741, 2.9240, -0.2809], [0.4605, 3.9350, 1.3051], [1.7744, 2.1613, 2.2536], [2.3775, 2.5114, 0.7702], [-2.5658, 1.9286, 4.5222], [1.5091, -2.1026, -1.5496], [2.1202, -2.3333, -0.5233], [2.1689, -1.3476, 0.5797], [2.8402, -1.6000, 1.7021], [3.5643, -2.8761, 1.8954], [4.1752, -3.1060, 2.9214], [3.5156, -3.8617, 0.7925], [2.8442, -3.6101, -0.3310], [1.6335, -0.4182, 0.4238], [2.8869, -0.8903, 2.5186], [4.0513, -4.7897, 0.9499], [2.7971, -4.3198, -1.1482], [3.9181, -4.1479, -8.0266], [3.6570, -4.4318, -6.8750], [4.7262, -4.7268, -5.8947], [4.4387, -5.0402, -4.6323], [3.0393, -5.1054, -4.1560], [2.7778, -5.3896, -3.0031], [1.9704, -4.8107, -5.1352], [2.2575, -4.4972, -6.3978], [5.7443, -4.6738, -6.2597], [5.2076, -5.2596, -3.9020], [0.9526, -4.8636, -4.7697], [1.4885, -4.2778, -7.1277]], "forces_ev_per_a": [[-0.72, -0.84, 0.87], [-0.18, 0.16, -1.16], [0.31, 1.25, 2.52], [-0.33, 0.73, -2.98], [-1.14, 0.68, 1.45], [0.06, -1.18, -0.92], [0.78, 0.88, 0.70], [0.03, -0.69, -0.85], [1.92, 1.74, -0.49], [-0.70, 0.61, -0.15], [-0.42, -0.09, 0.25], [0.01, 0.55, -0.57], [1.39, -1.45, 0.36], [1.17, 2.63, 1.03], [-1.00, -1.96, -0.84], [-0.03, -1.75, -1.02], [-0.03, 0.19, 1.25], [1.20, 0.10, -0.96], [-0.15, -0.06, 1.43], [1.44, -0.08, 0.06], [-0.78, 0.23, -1.02], [1.03, 1.18, -0.39], [-0.15, -0.14, 0.47], [-0.67, -0.34, -0.37], [0.00, -0.71, 1.29], [-0.65, -1.26, -0.66], [0.01, 0.52, 1.44], [-0.30, -0.51, -0.38], [-0.06, 0.26, 1.43], [-0.20, -0.82, -0.79], [-0.26, 0.00, -0.48], [-0.41, -0.38, 0.37], [-1.14, 0.52, -0.90], [0.10, -0.02, 0.13], [-0.09, 0.01, -0.14], [-0.06, 0.13, 0.10], [-0.12, 0.13, -0.12], [0.16, -0.07, 0.26], [-0.08, 0.04, -0.15], [-0.08, -0.01, -0.20], [0.12, -0.23, 0.03], [0.04, 0.05, 0.06], [0.00, -0.02, 0.01], [0.00, 0.02, 0.04], [-0.02, 0.06, 0.06], [-0.03, -0.05, 0.20], [0.05, 0.09, -0.33], [0.10, -0.06, 0.24], [0.18, 0.04, -0.14], [-0.08, -0.04, 0.22], [0.07, -0.04, -0.24], [-0.12, 0.05, -0.20], [-0.17, -0.04, 0.18], [-0.03, 0.01, -0.04], [-0.04, 0.00, 0.02], [0.04, 0.00, 0.05], [0.04, 0.01, -0.02]]}

---

No. 2
{"formula": "C25H63NO18P4", "method": "ωB97M-V/def2-TZVPD", "e_lumo_ev": 0.078, "smiles": "CCOP(=O)(OCC)OCC.CCOP(=O)(OCC)OCC.CCOP(=O)(OCC)OCC.CCOP(=O)(OCC)OCC.C[N+](=O)[O-]", "homo_energy_ev": -10.4, "charge": 0, "elements": ["C", "C", "O", "P", "O", "O", "C", "C", "O", "C", "C", "H", "H", "H", "H", "H", "H", "H", "H", "H", "H", "H", "H", "H", "H", "H", "C", "C", "O", "P", "O", "O", "C", "C", "O", "C", "C", "H", "H", "H", "H", "H", "H", "H", "H", "H", "H", "H", "H", "H", "H", "H", "C", "C", "O", "P", "O", "O", "C", "C", "O", "C", "C", "H", "H", "H", "H", "H", "H", "H", "H", "H", "H", "H", "H", "H", "H", "H", "C", "C", "O", "P", "O", "O", "C", "C", "O", "C", "C", "H", "H", "H", "H", "H", "H", "H", "H", "H", "H", "H", "H", "H", "H", "H", "C", "N", "O", "O", "H", "H", "H"], "xyz": [[4.0841, -4.0263, -11.6495], [4.6646, -2.8045, -10.8738], [3.5835, -2.0147, -10.4483], [3.1191, -2.1834, -8.8611], [1.7972, -1.6583, -8.5118], [4.3730, -1.5097, -8.0730], [4.0437, -0.6342, -6.9981], [5.2949, -0.4735, -6.2360], [3.2558, -3.7542, -8.6559], [2.2332, -4.5432, -7.9961], [1.1136, -4.8590, -9.0041], [3.5947, -4.6668, -10.9157], [3.3103, -3.7537, -12.3672], [4.7753, -4.6089, -12.2584], [5.2980, -3.0769, -10.0296], [5.1593, -2.1268, -11.5696], [3.6996, 0.3198, -7.3976], [3.3215, -1.1431, -6.3597], [5.1020, 0.2236, -5.4206], [5.6170, -1.4140, -5.7890], [6.0306, 0.0312, -6.8622], [2.7004, -5.4398, -7.5888], [1.8499, -3.8855, -7.2160], [1.5192, -5.2756, -9.9260], [0.4915, -5.6663, -8.6176], [0.4301, -4.0355, -9.2109], [7.9678, -8.4333, 2.7250], [7.8038, -7.3704, 1.6199], [7.3055, -6.1775, 2.1817], [7.7322, -4.7758, 1.6538], [9.2169, -4.5752, 1.6182], [7.0045, -4.6324, 0.2547], [5.5694, -4.6233, 0.0313], [4.9871, -5.9826, -0.1953], [6.9857, -3.7908, 2.6640], [7.0659, -2.4037, 2.5968], [6.0356, -1.6619, 3.4960], [6.9993, -8.6261, 3.1866], [8.3194, -9.3942, 2.3494], [8.7137, -8.0836, 3.4388], [8.7947, -7.1324, 1.2333], [7.1769, -7.6700, 0.7801], [5.0881, -4.1545, 0.8895], [5.3064, -3.9960, -0.8204], [5.2598, -6.5256, 0.7096], [3.9066, -5.9164, -0.3222], [5.4101, -6.5522, -1.0228], [8.0471, -1.9439, 2.7145], [6.8911, -2.0613, 1.5768], [5.6428, -2.3178, 4.2729], [6.3740, -0.6944, 3.8667], [5.1236, -1.3633, 2.9792], [-1.9331, 3.2859, 6.7478], [-1.7014, 4.7465, 6.9056], [-1.1857, 5.2001, 5.6778], [-0.8400, 6.6857, 5.3458], [-1.8150, 7.4010, 4.5077], [-0.4716, 7.3319, 6.7304], [-1.5371, 7.9306, 7.4044], [-0.9375, 8.9711, 8.3137], [0.6432, 6.5285, 4.5989], [1.3186, 7.6319, 3.9539], [1.8204, 7.1671, 2.6115], [-2.5005, 3.0953, 5.8368], [-1.0184, 2.6932, 6.7624], [-2.5605, 2.9431, 7.5705], [-2.6335, 5.2753, 7.1047], [-0.9525, 4.9074, 7.6811], [-2.2953, 8.4206, 6.7936], [-2.0125, 7.1400, 7.9850], [-0.2054, 8.5287, 8.9892], [-0.3587, 9.7718, 7.8533], [-1.7434, 9.4527, 8.8676], [0.5796, 8.4187, 3.8026], [2.1121, 8.0202, 4.5924], [1.1037, 6.8820, 1.8414], [2.3072, 8.0366, 2.1698], [2.5626, 6.3701, 2.6573], [-8.8542, 3.7998, 3.4411], [-8.2330, 2.8661, 2.4147], [-9.3555, 2.2001, 1.7054], [-8.9868, 1.0293, 0.6593], [-8.2097, 1.3535, -0.5530], [-8.2362, -0.0776, 1.5764], [-8.0558, -1.4192, 1.1924], [-6.9269, -2.0458, 1.8858], [-10.4769, 0.4193, 0.3854], [-11.2993, 1.1786, -0.5213], [-12.7281, 0.6087, -0.5048], [-9.3421, 3.3996, 4.3298], [-8.1714, 4.5617, 3.8172], [-9.5284, 4.4563, 2.8911], [-7.6714, 3.4129, 1.6573], [-7.6626, 2.1600, 3.0183], [-8.9859, -1.9861, 1.2340], [-7.7472, -1.5156, 0.1514], [-7.0104, -3.1223, 1.7366], [-5.9480, -1.7775, 1.4886], [-6.8631, -1.9787, 2.9719], [-11.2869, 2.1786, -0.0879], [-10.9637, 1.2551, -1.5556], [-12.6254, -0.4674, -0.6447], [-13.3348, 0.7059, 0.3956], [-13.4020, 0.8776, -1.3182], [-1.7892, 1.6406, 0.0011], [-0.6152, 0.8143, -0.2878], [0.4368, 1.4411, -0.3611], [-0.7428, -0.4175, -0.3573], [-2.1308, 1.2559, 0.9621], [-2.5862, 1.4815, -0.7253], [-1.6019, 2.7131, 0.0548]], "forces_ev_per_a": [[0.00, 0.10, 0.47], [-0.08, -0.73, -1.89], [-1.85, 0.39, 3.24], [0.89, 0.23, -1.67], [0.36, 0.16, -0.16], [-1.26, -1.16, -1.53], [-0.13, -0.41, 0.31], [0.50, 1.03, 0.84], [0.69, -0.03, 0.08], [-0.93, 1.07, -0.78], [0.06, -0.76, 0.46], [0.16, -0.20, -0.13], [-0.04, 0.59, 0.18], [0.48, 0.08, 0.43], [0.20, -0.13, -0.27], [0.62, -0.32, 0.09], [-0.34, -0.13, 0.13], [-0.45, 0.44, -0.13], [0.00, 0.01, 0.22], [0.30, 0.08, -0.31], [0.36, -0.47, 0.06], [0.10, 0.21, -0.13], [-0.17, -0.48, 0.31], [0.15, 0.29, -0.09], [-0.06, -0.05, 0.29], [0.45, 0.21, 0.00], [-0.40, 0.39, -0.56], [1.40, -0.89, 0.02], [-1.36, 0.14, 1.25], [2.60, 1.24, 0.11], [-2.29, -0.19, -0.49], [-0.26, 0.32, -0.72], [-0.21, 0.65, -0.03], [0.56, -0.73, 0.72], [-0.30, -1.48, 0.36], [-0.44, 2.84, -0.89], [-0.52, -0.57, -0.39], [0.11, 0.14, 0.30], [0.04, 0.13, -0.36], [-0.28, 0.05, 0.16], [0.10, -0.18, -0.25], [-0.15, -0.17, 0.16], [0.02, -0.06, 0.17], [0.77, 0.27, -0.08], [-0.59, -0.45, 0.02], [0.04, -0.04, 0.14], [0.08, 0.37, -0.21], [0.47, -0.88, 0.84], [-0.46, -0.29, -0.40], [0.52, 0.13, 0.39], [0.54, -0.39, 0.35], [0.01, -0.33, -0.60], [-0.73, -0.82, 0.28], [0.19, -0.17, 0.29], [0.57, -0.01, -1.14], [2.43, 0.27, -2.97], [0.19, -0.15, 0.66], [0.60, -0.11, -0.96], [-0.40, 1.18, 1.61], [0.16, 0.33, 0.81], [-1.77, -0.32, 1.64], [-1.41, -0.44, -0.34], [0.83, 0.47, -0.61], [0.15, -0.05, -0.07], [0.02, 0.17, -0.18], [0.04, -0.12, 0.13], [-0.01, -0.04, 0.24], [-0.18, 0.33, 0.22], [0.22, -0.35, -0.59], [-0.27, 0.24, 0.25], [-0.29, -0.22, 0.29], [-0.32, -0.11, -0.71], [0.10, -0.04, 0.28], [0.05, 0.21, -0.01], [0.05, -0.26, 0.05], [-0.56, -0.08, 0.59], [0.35, 0.07, -0.07], [-0.01, 0.01, 0.28], [-0.28, 1.56, -0.70], [-1.11, 0.02, 0.83], [1.40, -0.71, -0.08], [-0.33, -0.93, 0.08], [-0.62, 0.22, 0.77], [-1.17, 1.56, 0.01], [-0.24, -0.36, -1.61], [1.25, -1.45, 1.34], [1.54, -0.03, -0.22], [-1.57, 1.03, 0.69], [0.07, -1.16, -0.06], [-0.04, -0.55, -0.44], [0.70, -0.38, 0.00], [-0.62, -0.21, 0.13], [0.24, -0.17, 0.26], [0.29, -0.45, -0.83], [-0.14, 0.16, 0.57], [-0.33, 0.58, -0.46], [0.02, -0.17, -0.26], [-0.12, 0.32, -0.06], [-0.36, 0.51, 0.08], [-0.24, 0.31, -0.37], [0.57, -0.45, 0.20], [0.08, -0.24, 0.05], [0.54, 0.39, 0.31], [0.49, 0.62, -0.24], [-1.51, -0.05, 0.45], [1.19, -0.42, -0.19], [-0.48, -1.03, -0.17], [0.15, 2.05, 0.00], [-0.19, 0.21, -0.02], [0.24, -0.36, -0.06], [0.61, -0.40, -0.02]]}

---

No. 3
{"formula": "C5H14AlBClFeN", "method": "ωB97M-V/def2-TZVPD", "e_lumo_ev": [5.241, 5.235], "s_squared": 6.07, "homo_energy_ev": [2.5, 2.4], "charge": -2, "spin_multiplicity": 5, "elements": ["Al", "Cl", "C", "H", "H", "H", "Fe", "C", "C", "C", "H", "H", "H", "H", "H", "H", "H", "H", "B", "C", "N", "H", "H", "H"], "xyz": [[-0.2677, 0.8603, -0.1665], [0.0601, -1.2046, -0.7612], [0.8492, 2.3541, -0.7697], [0.2729, 3.2685, -0.5484], [1.1120, 2.3378, -1.8352], [1.7740, 2.4015, -0.1824], [0.7001, -1.2892, -2.8933], [2.3678, -0.5133, -3.4981], [0.3822, -3.0238, -3.6241], [0.0013, -0.5667, -4.3174], [-0.4963, -3.4904, -3.1435], [0.3098, -3.1106, -4.7163], [1.2871, -3.5652, -3.2938], [2.4046, 0.5691, -3.2734], [3.1553, -1.0494, -2.9374], [2.5163, -0.6754, -4.5801], [0.4506, 0.3087, -4.8310], [-0.8535, -1.1016, -4.7847], [-1.3286, 0.3045, 4.1396], [-0.8398, 0.4959, 2.7140], [-0.5258, 0.6941, 1.5804], [-2.4997, -0.0477, 4.0779], [-1.2490, 1.3451, 4.7767], [-0.6709, -0.5826, 4.6559]], "forces_ev_per_a": [[-2.21, 1.82, -2.27], [0.45, -1.30, 1.08], [0.59, 0.11, 0.31], [0.13, -0.40, -0.15], [-0.19, -0.04, 0.20], [0.40, 0.17, 0.05], [0.17, 0.54, 0.32], [1.67, 0.67, -0.29], [-0.31, -2.19, -0.50], [-1.77, 1.47, -1.23], [0.23, -0.01, -0.21], [-0.04, -0.08, 0.31], [-0.19, -0.14, -0.06], [0.15, -0.42, -0.09], [0.02, 0.28, -0.11], [0.13, 0.09, 0.48], [-0.38, -0.78, 0.02], [0.72, 0.44, -0.11], [-0.58, -0.37, 1.15], [1.33, 1.05, -3.77], [-0.46, -0.91, 5.06], [0.00, 0.01, -0.03], [0.12, -0.08, -0.21], [0.01, 0.07, 0.04]]}

---

No. 4
{"formula": "C5H8N", "method": "ωB97M-V/def2-TZVPD", "e_lumo_ev": -4.695, "smiles": "C#CC/C=[NH+]/C", "homo_energy_ev": -14.9, "charge": 1, "elements": ["C", "C", "C", "C", "N", "C", "H", "H", "H", "H", "H", "H", "H", "H"], "xyz": [[0.9310, -2.2015, -1.5888], [0.8901, -1.0150, -1.4711], [0.4120, 0.3638, -1.4930], [-0.2515, 0.8720, -0.3251], [-0.2522, 0.1770, 0.7518], [-0.8135, 0.4864, 2.0128], [1.1401, -3.2262, -1.5001], [1.2752, 1.1384, -1.5694], [-0.0932, 0.4011, -2.3814], [-0.7350, 1.8554, -0.2207], [0.3034, -0.6803, 0.5539], [-1.0406, -0.3602, 2.6368], [-0.1283, 1.0278, 2.6628], [-1.6376, 1.1613, 1.9313]], "forces_ev_per_a": [[0.54, -0.07, 0.62], [-0.63, 0.69, 0.36], [3.80, 0.89, 0.50], [-1.61, 0.54, 2.08], [1.36, -1.13, -1.97], [0.31, 0.93, 2.01], [0.01, -0.77, -0.28], [-0.94, -1.17, -0.33], [-1.80, 0.98, -2.19], [0.21, -0.36, -0.70], [-0.64, -0.06, 1.03], [-0.43, -0.69, -0.46], [0.61, 0.14, -0.31], [-0.80, 0.07, -0.35]]}

---

Calculated ΔE to the lowest compared entry with this formula, charge and spin (kJ/mol), listed in the same order as above: 860.2; 220.6; 246.5; 276.6